#A
# C4H12S

A 2-piece molecular cluster, C4H12S overall (ωB97M-V with the def2-TZVPD basis set, the Open Molecules 2025 dataset).

Last column: natural (NBO) charge in e.
Cartesian coordinates (Å):
C (-1.77, -1.75, 0.60)  -0.613
C (-2.33, -2.56, -0.58)  -0.614
H (-0.69, -1.84, 0.70)  0.197
H (-2.03, -0.70, 0.57)  0.209
H (-2.12, -2.16, 1.54)  0.203
H (-1.66, -3.36, -0.87)  0.207
H (-2.56, -1.90, -1.42)  0.206
H (-3.30, -2.97, -0.32)  0.204
C (1.49, 0.43, -0.04)  -0.512
C (1.19, 0.29, 1.45)  -0.625
S (0.78, 1.93, -0.79)  -0.051
H (2.56, 0.41, -0.27)  0.216
H (0.99, -0.37, -0.58)  0.219
H (1.97, 0.70, 2.09)  0.210
H (1.51, 2.84, -0.13)  0.114
H (1.15, -0.77, 1.71)  0.210
H (0.24, 0.76, 1.68)  0.221

spin multiplicity = 1
HOMO-LUMO gap = 10.01 eV
structure (SMILES) = CCS.CC
HOMO = -9.0 eV


#B
# C4H12S

A 2-piece molecular cluster, C4H12S overall (ωB97M-V with the def2-TZVPD basis set, the Open Molecules 2025 dataset).

Last column: natural (NBO) charge in e.
Cartesian coordinates (Å):
C (-1.65, -0.23, -1.46)  -0.502
C (-1.52, 0.61, -2.77)  -0.616
S (-0.61, -1.74, -1.46)  -0.056
H (-1.40, 0.40, -0.61)  0.202
H (-2.69, -0.53, -1.39)  0.212
H (-2.37, 0.35, -3.40)  0.211
H (-1.26, -2.36, -0.48)  0.121
H (-0.64, 0.39, -3.37)  0.216
H (-1.57, 1.64, -2.43)  0.215
C (1.81, -0.21, 1.51)  -0.613
C (1.55, 0.53, 2.83)  -0.610
H (1.98, -1.25, 1.78)  0.207
H (1.11, 0.04, 0.72)  0.210
H (2.75, 0.11, 1.05)  0.201
H (2.21, 0.07, 3.57)  0.203
H (0.50, 0.58, 3.11)  0.203
H (1.81, 1.60, 2.79)  0.198

spin multiplicity = 1
HOMO-LUMO gap = 9.90 eV
structure (SMILES) = CCS.CC
HOMO = -9.0 eV


List of relative energies, unit eV: #A 0.000; #B 0.289


#A
# C38H40I2N2O3STeTi

C38H40I2N2O3STeTi as an isolated structure (ωB97M-V with the def2-TZVPD basis set, the Open Molecules 2025 dataset).

Last column: Mulliken charge in e.
Cartesian coordinates (Å):
Ti (2.45, -0.90, -0.48)  -0.132
S (1.50, 3.29, 1.02)  -0.228
C (1.38, 2.30, 2.41)  -0.553
C (1.74, 1.00, 2.15)  -0.642
C (2.10, 0.77, 0.78)  0.763
C (2.02, 1.94, 0.07)  0.171
C (2.24, 1.99, -1.38)  0.909
C (2.26, 3.16, -2.13)  -1.006
C (2.47, 3.09, -3.49)  -0.514
C (2.66, 1.84, -4.08)  -0.980
C (2.64, 0.73, -3.27)  -0.358
N (2.42, 0.79, -1.95)  0.772
H (1.08, 2.73, 3.35)  0.494
H (1.75, 0.24, 2.92)  0.482
H (2.12, 4.12, -1.64)  0.529
H (2.48, 3.99, -4.09)  0.443
H (2.84, 1.74, -5.14)  0.478
H (2.79, -0.26, -3.68)  0.273
C (3.77, -3.05, 3.03)  -1.995
C (3.86, -2.14, 1.85)  1.151
O (2.89, -2.15, 1.06)  -0.105
C (5.02, -1.31, 1.65)  0.658
C (5.99, -1.19, 2.66)  -0.946
C (7.11, -0.41, 2.50)  -0.903
C (7.30, 0.26, 1.28)  -0.471
C (6.39, 0.14, 0.26)  -0.716
C (5.22, -0.63, 0.41)  0.528
O (4.39, -0.72, -0.59)  -0.732
H (2.88, -3.68, 2.93)  0.324
H (3.68, -2.47, 3.95)  0.410
H (4.65, -3.68, 3.12)  0.454
H (5.84, -1.70, 3.60)  0.412
H (7.83, -0.32, 3.29)  0.417
H (8.18, 0.87, 1.13)  0.422
H (6.53, 0.65, -0.69)  0.482
I (-0.05, -2.54, -3.94)  0.111
C (1.66, -3.78, -3.88)  -0.990
I (3.23, -3.22, -2.55)  0.108
H (2.11, -3.78, -4.87)  0.508
H (1.35, -4.78, -3.58)  0.488
C (-0.08, -3.53, 0.16)  -1.552
C (-0.14, -2.04, -0.02)  0.798
O (-1.06, -1.46, 0.82)  -0.742
N (0.49, -1.32, -0.83)  -0.090
Te (-1.09, 0.43, 0.21)  0.893
C (-2.45, 1.02, 1.73)  0.463
C (-2.51, 0.44, 3.00)  1.004
C (-1.61, -0.68, 3.46)  -1.235
C (-3.45, 0.94, 3.90)  -0.864
C (-4.29, 2.00, 3.58)  0.452
C (-5.30, 2.52, 4.57)  -1.684
C (-4.15, 2.60, 2.34)  -1.001
C (-3.24, 2.13, 1.40)  0.969
C (-3.11, 2.85, 0.08)  -1.618
C (-2.49, 0.01, -1.32)  1.030
C (-3.68, -0.70, -1.11)  0.951
C (-4.17, -1.20, 0.22)  -1.578
C (-4.48, -0.94, -2.22)  -0.965
C (-4.15, -0.51, -3.50)  0.576
C (-5.03, -0.79, -4.68)  -1.614
C (-2.96, 0.20, -3.66)  -0.873
C (-2.12, 0.47, -2.59)  0.126
C (-0.86, 1.26, -2.82)  -0.944
H (-0.84, -3.89, 0.85)  0.433
H (0.91, -3.79, 0.53)  0.232
H (-0.21, -4.00, -0.82)  0.287
H (-0.59, -0.54, 3.09)  -0.106
H (-1.95, -1.65, 3.11)  0.243
H (-1.57, -0.69, 4.55)  0.552
H (-3.51, 0.49, 4.88)  0.411
H (-5.38, 1.86, 5.43)  0.376
H (-6.28, 2.62, 4.11)  0.382
H (-5.00, 3.50, 4.93)  0.333
H (-4.77, 3.45, 2.09)  0.486
H (-3.56, 3.84, 0.15)  0.564
H (-3.61, 2.31, -0.73)  0.360
H (-2.06, 3.00, -0.20)  0.114
H (-3.37, -1.57, 0.85)  0.087
H (-4.89, -2.00, 0.07)  0.518
H (-4.68, -0.40, 0.77)  0.285
H (-5.40, -1.49, -2.08)  0.431
H (-5.94, -1.32, -4.38)  0.374
H (-4.51, -1.40, -5.42)  0.338
H (-5.33, 0.13, -5.17)  0.357
H (-2.68, 0.55, -4.65)  0.430
H (-0.70, 1.43, -3.89)  0.527
H (0.00, 0.71, -2.44)  -0.384
H (-0.91, 2.24, -2.33)  0.352

total charge = +1
spin multiplicity = 2
HOMO-LUMO gap (spin up / spin down) = 7.40 / 7.98 eV
HOMO (spin up / spin down) = -10.0 / -10.6 eV
⟨S²⟩ = 0.753


#B
# C38H40I2N2O3STeTi

C38H40I2N2O3STeTi as an isolated structure (ωB97M-V with the def2-TZVPD basis set, the Open Molecules 2025 dataset).

Last column: Mulliken charge in e.
Cartesian coordinates (Å):
Ti (0.98, -1.89, 1.03)  -0.160
S (0.95, -4.68, -2.57)  -0.214
C (0.11, -5.57, -1.38)  -0.466
C (0.05, -4.90, -0.19)  -0.581
C (0.69, -3.62, -0.21)  0.373
C (1.21, -3.39, -1.46)  -0.439
C (1.93, -2.17, -1.79)  1.190
C (2.42, -1.85, -3.06)  -0.995
C (3.13, -0.69, -3.24)  -0.534
C (3.36, 0.15, -2.15)  -0.998
C (2.83, -0.20, -0.94)  -0.416
N (2.11, -1.32, -0.76)  0.669
H (-0.28, -6.54, -1.61)  0.515
H (-0.44, -5.32, 0.68)  0.468
H (2.24, -2.53, -3.89)  0.430
H (3.51, -0.43, -4.22)  0.489
H (3.94, 1.06, -2.25)  0.496
H (2.96, 0.42, -0.06)  0.526
C (0.53, 1.11, 4.25)  -2.053
C (1.25, 0.08, 3.44)  0.715
O (0.82, -0.16, 2.30)  0.876
C (2.41, -0.61, 3.97)  0.864
C (2.97, -0.21, 5.21)  -1.026
C (4.10, -0.80, 5.71)  -0.897
C (4.72, -1.82, 4.97)  -0.431
C (4.20, -2.24, 3.77)  -0.501
C (3.03, -1.66, 3.25)  -0.457
O (2.52, -2.14, 2.14)  -0.095
H (-0.37, 1.41, 3.72)  0.333
H (1.16, 1.98, 4.43)  0.433
H (0.25, 0.70, 5.22)  0.523
H (2.50, 0.59, 5.77)  0.431
H (4.51, -0.48, 6.65)  0.430
H (5.61, -2.29, 5.35)  0.456
H (4.66, -3.04, 3.20)  0.510
I (-0.50, -3.24, 3.50)  0.198
C (1.15, -4.23, 4.41)  -0.519
I (2.05, -5.72, 3.23)  0.092
H (0.76, -4.68, 5.31)  0.537
H (1.89, -3.47, 4.63)  -0.020
C (-2.60, -2.47, 0.86)  -1.356
C (-2.01, -1.07, 0.91)  0.283
O (-2.56, -0.18, 1.52)  -0.543
N (-0.85, -0.94, 0.15)  0.976
Te (-0.35, 0.87, -0.46)  0.343
C (-1.78, 2.32, 0.10)  0.721
C (-1.28, 3.34, 0.91)  0.933
C (0.16, 3.41, 1.38)  -1.604
C (-2.14, 4.36, 1.29)  -0.990
C (-3.46, 4.40, 0.87)  0.421
C (-4.39, 5.49, 1.31)  -1.652
C (-3.92, 3.37, 0.04)  -1.089
C (-3.11, 2.32, -0.36)  0.984
C (-3.69, 1.26, -1.23)  -0.895
C (-0.60, 0.80, -2.56)  1.031
C (-1.07, -0.29, -3.30)  0.868
C (-1.67, -1.55, -2.72)  -1.104
C (-1.01, -0.20, -4.69)  -1.004
C (-0.51, 0.91, -5.35)  0.452
C (-0.46, 0.97, -6.85)  -1.698
C (-0.05, 1.97, -4.58)  -1.048
C (-0.07, 1.93, -3.19)  0.433
C (0.48, 3.12, -2.43)  -1.706
H (-1.87, -3.24, 0.63)  0.104
H (-3.13, -2.68, 1.79)  0.432
H (-3.33, -2.46, 0.05)  0.250
H (0.51, 2.47, 1.81)  -0.057
H (0.26, 4.18, 2.13)  0.481
H (0.83, 3.66, 0.55)  0.265
H (-1.77, 5.15, 1.93)  0.392
H (-3.84, 6.35, 1.68)  0.382
H (-5.04, 5.14, 2.11)  0.315
H (-5.03, 5.82, 0.49)  0.393
H (-4.95, 3.39, -0.29)  0.433
H (-4.76, 1.41, -1.35)  0.459
H (-3.55, 0.27, -0.79)  -0.093
H (-3.24, 1.26, -2.23)  0.248
H (-2.55, -1.32, -2.11)  0.039
H (-0.98, -2.09, -2.09)  0.033
H (-1.99, -2.20, -3.53)  0.501
H (-1.39, -1.03, -5.27)  0.374
H (-0.96, 0.12, -7.30)  0.386
H (0.57, 0.98, -7.20)  0.328
H (-0.94, 1.88, -7.22)  0.384
H (0.35, 2.85, -5.07)  0.452
H (0.85, 3.87, -3.13)  0.515
H (1.31, 2.84, -1.79)  0.176
H (-0.29, 3.59, -1.81)  0.300

total charge = +1
spin multiplicity = 2
HOMO-LUMO gap (spin up / spin down) = 7.87 / 7.67 eV
HOMO (spin up / spin down) = -10.5 / -10.6 eV
⟨S²⟩ = 0.754


List of relative energies, unit eV: #A 0.114; #B 0.000


#A
# C28H60BiBrN6O3SSi

C28H60BiBrN6O3SSi as an isolated structure (ωB97M-V with the def2-TZVPD basis set, the Open Molecules 2025 dataset).

Last column: Mulliken charge in e.
Cartesian coordinates (Å):
Bi (0.15, -1.53, -0.38)  1.815
C (-2.72, -3.58, -0.54)  -0.882
C (-2.83, -2.50, 0.55)  -0.426
N (-2.24, -1.23, 0.10)  -0.372
C (-2.97, -0.56, -1.00)  -0.769
C (-2.06, -0.16, -2.17)  -0.018
N (-1.05, -1.20, -2.48)  -0.132
C (-1.62, -2.40, -3.13)  -0.703
C (-1.19, -3.72, -2.50)  -1.093
N (-1.35, -3.66, -1.05)  -0.392
H (-3.40, -3.35, -1.36)  0.282
H (-3.06, -4.53, -0.12)  0.596
H (-2.27, -2.83, 1.43)  -0.111
H (-3.88, -2.38, 0.82)  0.484
H (-2.14, -0.60, 0.89)  0.453
H (-3.43, 0.36, -0.64)  0.367
H (-3.77, -1.22, -1.34)  0.459
H (-1.53, 0.74, -1.89)  -0.721
H (-2.67, 0.05, -3.04)  0.541
H (-0.35, -0.78, -3.07)  0.333
H (-1.36, -2.41, -4.19)  0.446
H (-2.71, -2.33, -3.08)  0.372
H (-0.14, -3.92, -2.72)  0.388
H (-1.78, -4.52, -2.96)  0.440
H (-0.83, -4.39, -0.59)  0.349
N (1.92, -0.58, -1.84)  0.020
C (3.23, -0.87, -1.18)  -0.614
C (3.68, -2.35, -1.31)  -0.170
C (4.45, -2.92, -0.11)  -1.035
C (3.66, -3.22, 1.15)  -0.483
N (2.52, -4.11, 0.87)  -0.448
H (2.02, -0.85, -2.82)  0.323
H (1.72, 0.42, -1.80)  -0.291
H (3.14, -0.57, -0.13)  0.260
H (3.99, -0.25, -1.64)  0.536
H (4.34, -2.41, -2.18)  0.411
H (2.81, -2.99, -1.51)  0.066
H (5.27, -2.24, 0.15)  0.318
H (4.92, -3.86, -0.44)  0.407
H (3.27, -2.30, 1.60)  0.222
H (4.34, -3.68, 1.87)  0.465
H (2.05, -4.38, 1.73)  0.153
H (2.86, -4.97, 0.45)  0.248
C (-1.41, -7.09, 5.26)  -1.389
C (-1.06, -5.70, 4.82)  0.563
C (-0.69, -4.72, 5.74)  -0.419
C (-0.40, -3.44, 5.31)  -0.748
C (-0.48, -3.19, 3.96)  0.485
Br (-0.10, -1.44, 3.27)  -0.054
N (-0.82, -4.09, 3.05)  -0.256
C (-1.11, -5.32, 3.49)  -0.360
H (-0.89, -7.35, 6.17)  0.395
H (-1.16, -7.82, 4.49)  0.379
H (-2.48, -7.17, 5.45)  0.288
H (-0.62, -4.97, 6.79)  0.430
H (-0.13, -2.65, 6.01)  0.455
H (-1.39, -6.03, 2.72)  0.419
C (2.89, 2.47, -3.06)  -1.683
C (1.50, 3.08, -2.87)  1.825
C (1.63, 4.53, -2.45)  -1.491
C (0.69, 2.98, -4.16)  -1.563
O (0.80, 2.27, -1.87)  0.415
Si (0.09, 2.60, -0.44)  -1.674
S (0.27, 0.72, 0.69)  -0.349
O (0.87, 3.75, 0.34)  0.667
C (1.24, 4.16, 1.68)  1.465
C (2.50, 3.40, 2.06)  -1.485
C (1.50, 5.65, 1.61)  -1.586
C (0.11, 3.85, 2.65)  -1.113
O (-1.52, 2.73, -0.58)  0.061
C (-2.52, 3.78, -0.64)  1.457
C (-1.86, 5.15, -0.62)  -1.671
C (-3.43, 3.61, 0.57)  -1.484
C (-3.30, 3.58, -1.94)  -1.413
H (3.51, 3.16, -3.63)  0.529
H (2.84, 1.53, -3.61)  0.379
H (3.37, 2.31, -2.09)  0.253
H (2.07, 5.10, -3.27)  0.610
H (2.27, 4.63, -1.57)  0.259
H (0.66, 4.96, -2.21)  0.221
H (1.22, 3.49, -4.96)  0.460
H (-0.28, 3.45, -4.03)  0.240
H (0.54, 1.94, -4.45)  0.245
H (3.29, 3.58, 1.33)  0.296
H (2.30, 2.33, 2.11)  0.191
H (2.85, 3.73, 3.04)  0.520
H (2.31, 5.87, 0.90)  0.326
H (1.80, 6.02, 2.59)  0.476
H (0.61, 6.19, 1.29)  0.333
H (-0.07, 2.77, 2.70)  0.144
H (-0.81, 4.35, 2.35)  0.157
H (0.38, 4.20, 3.65)  0.594
H (-1.30, 5.30, 0.30)  0.191
H (-2.63, 5.93, -0.69)  0.659
H (-1.18, 5.26, -1.47)  0.368
H (-2.85, 3.70, 1.49)  0.271
H (-3.91, 2.64, 0.57)  0.246
H (-4.20, 4.38, 0.56)  0.446
H (-2.61, 3.54, -2.78)  0.164
H (-3.98, 4.42, -2.09)  0.477
H (-3.88, 2.66, -1.91)  0.283

total charge = +2
spin multiplicity = 1
HOMO-LUMO gap = 8.47 eV
HOMO = -13.7 eV


#B
# C28H60BiBrN6O3SSi

C28H60BiBrN6O3SSi as an isolated structure (ωB97M-V with the def2-TZVPD basis set, the Open Molecules 2025 dataset).

Last column: Mulliken charge in e.
Cartesian coordinates (Å):
Bi (-0.32, -0.01, 0.01)  2.048
C (-3.13, -1.61, 1.36)  -0.942
C (-3.38, -0.13, 1.04)  -0.752
N (-2.72, 0.26, -0.20)  0.448
C (-3.29, -0.36, -1.40)  -0.037
C (-2.21, -0.85, -2.36)  -0.494
N (-1.22, -1.64, -1.63)  -0.215
C (-1.73, -2.90, -1.07)  -0.756
C (-1.36, -3.08, 0.40)  -0.520
N (-1.71, -1.91, 1.20)  -0.263
H (-3.48, -1.82, 2.37)  0.588
H (-3.71, -2.24, 0.69)  0.278
H (-4.46, 0.03, 0.98)  0.376
H (-2.98, 0.48, 1.85)  0.228
H (-2.78, 1.27, -0.34)  0.011
H (-3.95, -1.18, -1.11)  0.762
H (-3.89, 0.37, -1.94)  -0.837
H (-2.68, -1.43, -3.16)  0.592
H (-1.71, 0.01, -2.80)  -0.307
H (-0.42, -1.81, -2.23)  0.339
H (-2.81, -2.92, -1.18)  0.258
H (-1.34, -3.76, -1.63)  0.567
H (-1.85, -3.99, 0.77)  0.480
H (-0.28, -3.22, 0.48)  -0.082
H (-1.25, -1.97, 2.10)  0.360
N (2.08, 0.92, 1.57)  -0.354
C (2.46, 1.99, 2.50)  -0.886
C (1.74, 1.90, 3.85)  -0.561
C (0.30, 2.42, 3.91)  -0.972
C (-0.71, 1.55, 3.16)  -0.549
N (-0.63, 1.76, 1.70)  -0.257
H (2.41, 0.03, 1.95)  0.084
H (2.59, 1.06, 0.70)  0.166
H (2.24, 2.95, 2.03)  0.336
H (3.53, 1.96, 2.71)  0.513
H (2.32, 2.48, 4.57)  0.368
H (1.75, 0.86, 4.19)  0.332
H (0.26, 3.44, 3.51)  0.354
H (0.00, 2.47, 4.95)  0.429
H (-1.72, 1.77, 3.50)  0.517
H (-0.49, 0.50, 3.36)  0.164
H (0.29, 2.13, 1.50)  0.278
H (-1.30, 2.46, 1.39)  0.195
C (3.40, -5.10, 1.39)  -1.454
C (3.08, -4.05, 0.38)  0.538
C (3.59, -4.13, -0.92)  -0.492
C (3.27, -3.14, -1.84)  -0.852
C (2.44, -2.12, -1.42)  0.255
Br (1.92, -0.75, -2.64)  0.009
N (1.93, -2.03, -0.20)  0.380
C (2.26, -2.97, 0.67)  -0.708
H (4.41, -5.46, 1.25)  0.408
H (2.72, -5.94, 1.27)  0.308
H (3.30, -4.71, 2.40)  0.400
H (4.23, -4.95, -1.20)  0.487
H (3.65, -3.17, -2.85)  0.480
H (1.84, -2.84, 1.67)  0.389
C (0.86, 1.95, -5.05)  -1.157
C (-0.61, 2.13, -5.41)  1.516
C (-0.84, 3.49, -6.04)  -1.551
C (-1.09, 1.02, -6.35)  -1.723
O (-1.40, 2.00, -4.22)  0.696
Si (-1.60, 2.84, -2.87)  -2.522
S (-0.23, 2.08, -1.29)  -0.386
O (-1.18, 4.37, -3.03)  0.930
C (-0.94, 5.54, -2.23)  1.495
C (0.50, 5.47, -1.72)  -1.346
C (-1.14, 6.73, -3.16)  -1.729
C (-1.91, 5.58, -1.05)  -0.913
O (-3.07, 2.49, -2.28)  0.532
C (-4.36, 2.83, -2.86)  1.603
C (-4.24, 4.06, -3.76)  -1.610
C (-5.28, 3.13, -1.67)  -1.668
C (-4.86, 1.66, -3.70)  -1.647
H (1.49, 2.14, -5.92)  0.530
H (1.05, 0.94, -4.70)  -0.063
H (1.14, 2.65, -4.26)  0.261
H (-0.27, 3.57, -6.96)  0.601
H (-0.55, 4.28, -5.36)  0.184
H (-1.90, 3.62, -6.28)  0.324
H (-0.58, 1.09, -7.30)  0.422
H (-2.16, 1.14, -6.52)  0.362
H (-0.91, 0.04, -5.92)  0.302
H (1.19, 5.39, -2.55)  0.301
H (0.62, 4.60, -1.08)  0.092
H (0.72, 6.37, -1.16)  0.498
H (-0.44, 6.68, -3.98)  0.347
H (-0.98, 7.66, -2.62)  0.478
H (-2.15, 6.74, -3.56)  0.348
H (-1.79, 4.66, -0.46)  -0.134
H (-2.94, 5.65, -1.39)  0.220
H (-1.69, 6.44, -0.42)  0.629
H (-3.80, 4.89, -3.22)  0.166
H (-5.23, 4.35, -4.11)  0.654
H (-3.62, 3.82, -4.61)  0.399
H (-4.89, 3.97, -1.10)  0.336
H (-5.36, 2.26, -1.02)  0.206
H (-6.27, 3.38, -2.03)  0.450
H (-4.02, 1.17, -4.19)  0.194
H (-5.54, 2.02, -4.47)  0.456
H (-5.41, 0.93, -3.10)  0.480

total charge = +2
spin multiplicity = 1
HOMO-LUMO gap = 8.95 eV
HOMO = -13.7 eV


List of relative energies, unit eV: #A 0.146; #B 0.000